Entry 1:
# C30H36N2OPS5SiW

A structure of composition C30H36N2OPS5SiW (ωB97M-V/def2-TZVPD, the OMol25 dataset).

HOMO-LUMO gap	6.409	eV
lowest unoccupied orbital energy	-9.538	eV
energy relative to the best compared isomer or geometry (same formula, charge and spin)	35.5	kJ/mol
total charge	+3

The geometry in XYZ format:
```
77
C30H36N2OPS5SiW | the OMol25 dataset | ωB97M-V/def2-TZVPD
W 0.36030 0.65164 0.13946
S 0.84565 -0.80760 -1.94915
C 2.39909 -1.61287 -1.64391
C 2.69756 -2.86654 -2.14580
C 3.95450 -3.40777 -1.89207
C 4.89377 -2.68775 -1.17241
C 4.61134 -1.40280 -0.71232
C 3.35763 -0.87136 -0.94268
S 2.89995 0.81397 -0.60805
C 3.70046 1.28011 0.93421
C 2.75907 1.98414 1.87498
C 3.31087 2.85057 2.79595
C 2.54575 3.28818 3.86904
C 1.27894 2.76490 4.02020
C 0.76039 1.92902 3.04016
C -0.57983 1.31805 3.30602
S -1.09914 0.01530 2.13574
C -2.73488 0.59625 1.85854
C -3.84643 -0.05465 2.36645
C -5.09300 0.51166 2.13735
C -5.20088 1.69104 1.41140
C -4.07832 2.32535 0.89022
C -2.82714 1.77201 1.11796
S -1.34329 2.47626 0.48271
N 1.44792 1.61586 1.92417
H 1.96485 -3.42097 -2.71804
H 4.19990 -4.39050 -2.27002
H 5.87108 -3.11188 -0.98649
H 5.38080 -0.83327 -0.20719
H 4.55785 1.91250 0.70927
H 4.07045 0.37548 1.42406
H 4.34654 3.14513 2.69735
H 2.95615 3.97174 4.59981
H 0.68045 2.99225 4.89186
H -1.36113 2.07754 3.30327
H -0.55803 0.86298 4.29805
H -3.74836 -0.96967 2.93507
H -5.97967 0.03218 2.52769
H -6.17622 2.12477 1.23793
H -4.18253 3.23442 0.31394
C -2.40206 -5.47044 -0.84387
Si -2.56855 -3.63038 -1.06228
C -3.03636 -3.15269 -2.80072
C -3.70900 -2.90124 0.22139
C -0.75671 -2.88752 -0.79705
C 0.18801 -3.70232 -0.14623
C 1.15646 -3.33436 0.78008
C 1.45412 -2.04359 1.24724
N 0.98295 -0.92235 0.78654
C -0.55011 -1.61187 -1.20422
S -1.58786 -0.21032 -1.02849
H -3.39449 -5.91053 -0.96795
H -2.05718 -5.75130 0.15245
H -1.75805 -5.93835 -1.59019
H -3.97148 -3.63497 -3.08938
H -2.27434 -3.46852 -3.51576
H -3.18572 -2.07616 -2.91103
H -4.72794 -3.22740 -0.00166
H -3.71581 -1.81274 0.25178
H -3.46096 -3.27826 1.21650
H 0.02080 -4.77337 -0.20381
H 1.67345 -4.13810 1.28647
H 2.17880 -1.94768 2.05841
C 2.11541 3.54408 -3.06521
P 0.60907 3.43330 -2.11244
C 0.45828 4.93014 -1.14903
C -0.77686 3.29796 -3.22722
O 0.66435 2.16077 -1.22662
H 2.05178 4.40432 -3.73354
H 2.25541 2.64436 -3.66461
H 2.97585 3.68057 -2.40985
H 0.64393 5.78075 -1.80759
H 1.19798 4.94455 -0.34755
H -0.53787 5.01637 -0.72117
H -0.85511 4.19527 -3.84253
H -1.69302 3.18308 -2.64674
H -0.64961 2.43325 -3.87890
```

***

Entry 2:
# C3H6N4

An isolated molecule of C3H6N4 (ωB97M-V/def2-TZVPD, the OMol25 dataset).

SMILES	Cc1nc(N)n[nH]1
HOMO-LUMO gap	9.543	eV
lowest unoccupied orbital energy	0.881	eV
energy relative to the best compared isomer or geometry (same formula, charge and spin)	87.4	kJ/mol

The geometry in XYZ format:
```
13
C3H6N4 | the OMol25 dataset | ωB97M-V/def2-TZVPD
C 2.22367 -0.39094 0.03372
C 0.77422 0.03204 -0.18257
N -0.29475 -0.93750 -0.07836
C -1.32444 -0.03838 -0.08227
N -2.64923 -0.47782 0.05941
N -1.07186 1.23335 -0.16061
N 0.30957 1.22086 -0.35251
H 2.08382 -1.26915 0.65098
H 2.51392 -0.62491 -0.96527
H 2.68628 0.51207 0.54297
H -2.84619 -1.49794 0.42988
H -3.28527 0.19949 0.54030
H 0.88027 2.03885 -0.43566
```

***

Entry 3:
# C21H44N5O4

A cluster of 3 separate species, C21H44N5O4 in total (ωB97M-V/def2-TZVPD, the OMol25 dataset).

HOMO-LUMO gap	4.965	eV
lowest unoccupied orbital energy	-5.173	eV
energy relative to the best compared isomer or geometry (same formula, charge and spin)	454.4	kJ/mol
total charge	+1

The geometry in XYZ format:
```
74
C21H44N5O4 | the OMol25 dataset | ωB97M-V/def2-TZVPD
N 0.67461 1.58386 5.38299
C 0.96658 2.70513 4.44124
N 0.86255 2.45147 3.13603
N 1.39176 3.96564 5.05043
C 0.76121 5.16614 4.41038
C -0.46280 5.67418 5.33747
C -1.72898 4.79540 4.92861
C -2.39192 4.79569 3.51358
C -3.60233 3.88222 3.15278
C -4.17002 2.97273 4.29250
C -3.55084 2.98197 5.72762
C -2.32256 3.86945 6.05153
H 1.41538 1.65869 6.11663
H -0.19526 1.87637 5.86634
H 1.62666 2.80144 2.52365
H 0.06410 1.98432 2.67281
H 2.41873 4.06609 5.05523
H 1.57478 5.98811 4.38342
H 0.43439 4.97858 3.32648
H -0.15972 5.42217 6.42178
H -0.62694 6.80087 5.30762
H -1.98648 5.48664 2.69115
H -4.09161 3.84620 2.12374
H -5.06191 2.26699 4.13089
H -4.00312 2.32905 6.55800
H -1.83883 3.89977 7.09436
C 3.07646 -3.30455 -2.17560
O 3.09699 -1.88800 -2.28882
C 1.85751 -1.27410 -1.93067
C 1.99756 -0.50327 -0.61520
N 2.15015 -1.41247 0.52046
C 2.54892 -0.75065 1.76033
C 3.91504 -0.04307 1.78149
O 5.02644 -0.92272 1.69332
C 5.37852 -1.30397 0.37090
H 3.98612 -3.69466 -2.63597
H 3.07062 -3.61092 -1.12517
H 2.21427 -3.73085 -2.69384
H 1.03447 -1.99459 -1.88873
H 1.62572 -0.55710 -2.72530
H 1.10781 0.11693 -0.46592
H 2.86607 0.15822 -0.71343
H 2.84893 -2.11016 0.29337
H 2.56194 -1.52327 2.53600
H 1.76994 -0.03333 2.04734
H 4.00660 0.44825 2.75735
H 3.98931 0.75760 1.03668
H 5.17977 -0.51522 -0.35934
H 4.85478 -2.22144 0.09323
H 6.44659 -1.52713 0.35412
C -4.51973 -2.29573 -3.28280
O -4.29534 -3.19236 -4.35884
C -4.21728 -2.54361 -5.62976
C -2.78708 -2.58776 -6.17335
N -1.89886 -1.71497 -5.40568
C -0.47903 -1.90672 -5.70029
C 0.13475 -3.28054 -5.38249
O 0.20724 -3.57790 -3.99096
C -0.98549 -4.11396 -3.43869
H -4.74547 -2.88667 -2.39306
H -3.62506 -1.70088 -3.07629
H -5.36735 -1.63595 -3.48636
H -4.60240 -1.51907 -5.59578
H -4.85948 -3.11373 -6.30876
H -2.79119 -2.26991 -7.21982
H -2.45225 -3.63027 -6.13158
H -2.04428 -1.88294 -4.41728
H 0.06482 -1.15649 -5.11638
H -0.30004 -1.67106 -6.75510
H 1.17227 -3.25638 -5.73170
H -0.34513 -4.09681 -5.93238
H -1.54119 -4.72458 -4.15470
H -1.61581 -3.30831 -3.05421
H -0.71455 -4.74205 -2.58759
```

***

Entry 4:
# C12H48N12O12

A cluster of 12 separate species, C12H48N12O12 in total (ωB97M-V/def2-TZVPD, the OMol25 dataset).

SMILES	NC(N)=O.NC(N)=O.NC(N)=O.NC(N)=O.NC(N)=O.NC(N)=O.CO.CO.CO.CO.CO.CO
HOMO-LUMO gap	9.470	eV
lowest unoccupied orbital energy	-0.012	eV
energy relative to the best compared isomer or geometry (same formula, charge and spin)	664.2	kJ/mol

The geometry in XYZ format:
```
84
C12H48N12O12 | the OMol25 dataset | ωB97M-V/def2-TZVPD
N 12.86678 -9.33728 20.74429
C 13.21256 -10.48572 20.17239
N 12.23091 -11.31356 20.36052
O 14.28708 -10.75710 19.71228
H 13.59764 -8.64441 20.82100
H 12.06634 -9.38314 21.35853
H 11.31863 -10.99072 20.64968
H 12.37060 -12.28529 20.12318
N 11.19582 -6.16010 15.97040
C 10.12114 -5.39999 15.84499
N 9.58525 -5.70692 14.67184
O 9.79326 -4.58512 16.62795
H 11.75196 -5.77116 16.71842
H 11.54675 -6.72223 15.20819
H 8.68247 -5.33845 14.40857
H 9.95723 -6.54762 14.25358
N 19.49958 -7.87106 22.84372
C 18.74722 -6.96879 22.30825
N 18.62648 -7.23668 21.02472
O 18.07691 -6.10296 22.93927
H 19.63101 -8.77771 22.41850
H 19.58505 -7.86899 23.85009
H 19.09103 -8.01170 20.57346
H 17.95850 -6.61296 20.59476
N 11.02279 0.16839 22.10544
C 11.23899 -0.94873 22.76361
N 10.67475 -2.00274 22.24381
O 11.81726 -1.06035 23.78673
H 10.15106 0.16690 21.59537
H 11.40353 1.03161 22.46598
H 10.96884 -2.81290 22.77037
H 10.50624 -2.11738 21.25459
N 12.80338 -12.92643 12.53606
C 13.20330 -11.96165 13.30613
N 14.09489 -12.22772 14.20117
O 12.79141 -10.90492 13.03490
H 12.81637 -13.81706 13.01221
H 12.19276 -12.78625 11.74385
H 14.43439 -11.47170 14.77846
H 14.41641 -13.18496 14.18060
N 13.72014 -19.54744 17.74351
C 14.02330 -18.31803 17.49156
N 14.64918 -17.74798 18.40616
O 13.87966 -17.81833 16.43777
H 13.63372 -19.91711 18.67944
H 13.58567 -20.12194 16.92378
H 14.59928 -18.28796 19.25824
H 14.84090 -16.76583 18.26932
C 7.92297 -18.85481 20.16199
O 6.64681 -18.37176 19.70266
H 8.30448 -19.75167 19.67393
H 8.56216 -17.97624 20.24946
H 7.75571 -19.15059 21.19768
H 6.80711 -17.88612 18.89022
C 6.39710 -10.92305 20.83145
O 7.21006 -9.97933 21.45064
H 5.84134 -11.44693 21.60913
H 5.81314 -10.61642 19.96366
H 7.03893 -11.73586 20.49161
H 6.65629 -9.20710 21.58703
C 14.99070 -1.23924 18.30296
O 14.80046 -2.53454 18.83230
H 14.16568 -0.57776 18.56732
H 16.00780 -0.91197 18.51857
H 14.82108 -1.45236 17.24754
H 15.01459 -2.46592 19.76560
C 21.02601 -12.50438 17.15682
O 21.48901 -11.38538 17.78580
H 19.99603 -12.52523 16.80072
H 21.69385 -12.72175 16.32325
H 20.95716 -13.28312 17.91638
H 21.70627 -10.71180 17.13720
C 17.57713 -13.36112 24.06252
O 17.73797 -13.66275 22.70782
H 18.08103 -14.08784 24.69976
H 17.93710 -12.37638 24.36050
H 16.53231 -13.43638 24.36383
H 17.27848 -13.07782 22.10091
C 13.32741 -8.06067 26.56053
O 13.24148 -6.88348 25.66647
H 12.46513 -8.06072 27.22729
H 13.15667 -9.01266 26.05786
H 14.25080 -8.13329 27.13515
H 14.16723 -6.76182 25.44334
```

***

Entry 5:
# C2HNOS2

A cluster of 2 separate species, C2HNOS2 in total (ωB97M-V/def2-TZVPD, the OMol25 dataset).

HOMO-LUMO gap	8.438	eV
lowest unoccupied orbital energy	-1.234	eV
energy relative to the best compared isomer or geometry (same formula, charge and spin)	202.8	kJ/mol

The geometry in XYZ format:
```
7
C2HNOS2 | the OMol25 dataset | ωB97M-V/def2-TZVPD
C 1.30711 -0.13028 -0.65538
C -1.52046 0.18306 0.20774
N 0.80808 0.83262 -1.04592
O 1.98570 -0.97140 -0.25006
S -1.21927 -1.38435 0.69268
S -1.16432 0.35506 1.91991
H -0.19684 1.11528 -0.86897
```

***

Entry 6:
# C6H11NO2

An isolated molecule of C6H11NO2 (ωB97M-V/def2-TZVPD, the OMol25 dataset).

SMILES	CC(=O)C[C@H](N)C(C)=O
HOMO-LUMO gap	10.135	eV
lowest unoccupied orbital energy	0.842	eV
energy relative to the best compared isomer or geometry (same formula, charge and spin)	117.0	kJ/mol

The geometry in XYZ format:
```
20
C6H11NO2 | the OMol25 dataset | ωB97M-V/def2-TZVPD
C -0.32158 -2.92692 -0.18983
C 0.03333 -1.46864 -0.28297
O 1.10938 -1.11828 -0.75775
C -1.03242 -0.52007 0.20986
C -0.27659 0.73640 0.64178
N -1.07719 1.84992 1.08255
C 0.53214 1.21294 -0.71221
C 1.90535 1.74195 -0.43765
O -0.12407 1.46823 -1.69073
H -1.22309 -3.12385 -0.76881
H 0.49239 -3.54182 -0.56444
H -0.51676 -3.19393 0.84835
H -1.62486 -0.94501 1.02403
H -1.69513 -0.28053 -0.62587
H 0.44329 0.49302 1.42742
H -1.40480 2.46539 0.34421
H -1.94286 1.56599 1.53332
H 2.53065 0.92512 -0.08302
H 2.33898 2.16337 -1.34237
H 1.85385 2.49673 0.34414
```